ORCA calculation (ωB97M-V/def2-TZVPD) on one molecule with the formula C9H20NOP at a distorted geometry.

```
32
Properties=species:S:1:pos:R:3:nbo_charge:R:1
C -3.69739 1.13498 -0.16990 -0.62
C -2.20634 1.41660 -0.12482 -0.39
C -1.27747 0.10108 0.13533 -0.33
C -1.11458 -0.54400 -1.27771 -0.61
C -2.01095 -0.82854 1.19132 -0.42
C -1.18817 -1.89283 1.76786 -0.60
P 0.26873 0.71528 0.91159 0.86
O 1.27301 -0.38204 0.12921 -0.76
C 2.49865 -0.04449 -0.20345 0.57
C 3.21725 -1.15973 -0.93383 -0.72
N 2.92735 1.12276 0.05989 -0.52
C 4.29598 1.54322 -0.24586 -0.42
H -3.92230 0.94564 0.89967 0.21
H -4.38727 1.81889 -0.63824 0.22
H -3.81083 0.15779 -0.72574 0.20
H -1.87324 1.96796 0.74748 0.19
H -1.91771 1.92489 -1.05417 0.21
H -0.38279 -0.14744 -1.89708 0.21
H -2.13961 -0.58802 -1.84396 0.20
H -0.88681 -1.57136 -1.14345 0.20
H -2.95812 -1.23584 0.85156 0.21
H -2.21985 -0.11076 1.95401 0.20
H -0.31691 -1.50165 2.18309 0.21
H -0.86636 -2.60473 0.99339 0.20
H -1.80610 -2.49347 2.56531 0.21
H 0.68928 1.95117 0.11533 -0.01
H 4.00825 -0.68564 -1.56133 0.22
H 2.43097 -1.83220 -1.46220 0.24
H 3.64618 -1.97084 -0.32689 0.24
H 4.29464 2.64979 -0.22758 0.21
H 4.89903 0.94067 0.49401 0.20
H 4.53350 1.20284 -1.16284 0.17
```

molecular weight: 189.24 g/mol
lowest unoccupied orbital energy: 0.9 eV
E_HOMO: -8.6 eV
SMILES: CCC(C)(CC)PO/C(C)=N/C
net charge: 0
energy relative to the best compared isomer or geometry (same formula, charge and spin): 51.5 kJ/mol
E: -22481.8774 eV
Kohn-Sham gap: 9.47 eV